No. 1
Entry from the Open Molecules 2025 dataset: 2 unconnected molecules or ions with the total composition C3H3O2S (the ωB97M-V functional and the def2-TZVPD basis).

Positions of all 9 atoms, in Å:
C: -0.30 0.38 -0.47
C: -1.41 0.02 0.38
C: 1.86 -0.48 0.11
O: 2.48 -0.20 -0.86
O: 1.67 -1.04 1.13
S: -2.80 -0.76 0.03
H: 0.09 1.28 -0.14
H: -0.21 0.29 -1.56
H: -1.38 0.51 1.36

Lowest unoccupied orbital energy ... 3.747 eV
Frontier orbital gap ... 6.7104 eV
Charge ... -1
Relative energy (zero: lowest compared OMol25 entry of this formula, charge and spin) ... 0.739 eV

=====

No. 2
Entry from the Open Molecules 2025 dataset: a molecular structure, C47H34F9N3O3OsP2 (the ωB97M-V functional and the def2-TZVPD basis).

Positions of all 99 atoms, in Å:
Os: 1.31 -0.49 1.61
C: 5.05 -0.79 -0.66
C: 3.99 -1.12 0.20
N: 3.15 -0.21 0.64
C: 3.32 1.11 0.29
C: 4.32 1.50 -0.60
C: 5.20 0.51 -1.07
C: 4.38 2.87 -0.98
C: 3.47 3.75 -0.48
C: 2.48 3.35 0.44
C: 2.41 2.04 0.86
N: 1.52 1.45 1.78
C: 0.84 2.09 2.82
C: 0.87 3.42 3.16
C: 0.08 3.90 4.24
C: -0.69 3.05 4.98
C: -0.67 1.66 4.71
C: -1.34 0.70 5.49
C: -1.18 -0.63 5.23
C: -0.35 -1.02 4.16
N: 0.26 -0.14 3.40
C: 0.11 1.20 3.65
H: 5.72 -1.57 -0.99
H: 3.83 -2.14 0.51
H: 6.00 0.78 -1.75
H: 5.15 3.19 -1.66
H: 3.50 4.79 -0.78
H: 1.75 4.07 0.78
H: 1.50 4.12 2.64
H: 0.11 4.95 4.47
H: -1.29 3.42 5.80
H: -1.96 1.02 6.31
H: -1.66 -1.40 5.82
H: -0.17 -2.06 3.95
O: 0.99 -0.27 -0.75
P: 0.07 -0.48 -1.94
C: -1.59 -0.92 -1.40
P: -2.07 -0.01 0.09
O: -1.01 -0.15 1.16
C: -3.65 -0.68 0.60
C: -4.71 0.15 0.95
C: -5.90 -0.41 1.40
C: -6.03 -1.79 1.51
C: -4.97 -2.62 1.17
C: -3.78 -2.07 0.72
C: -2.29 1.69 -0.41
C: -3.09 2.02 -1.50
C: -3.22 3.34 -1.88
C: -2.55 4.34 -1.17
C: -1.77 4.01 -0.08
C: -1.63 2.68 0.30
C: 0.64 -1.75 -3.04
C: -0.17 -2.79 -3.50
C: 0.35 -3.74 -4.37
C: 1.67 -3.65 -4.78
C: 2.48 -2.61 -4.34
C: 1.97 -1.66 -3.47
C: -0.07 1.02 -2.91
C: -0.79 1.01 -4.10
C: -0.88 2.17 -4.85
C: -0.24 3.33 -4.43
C: 0.49 3.33 -3.25
C: 0.58 2.18 -2.48
H: -1.61 -1.98 -1.15
H: -2.32 -0.73 -2.19
H: -4.62 1.22 0.86
H: -6.73 0.23 1.67
H: -6.95 -2.21 1.86
H: -5.07 -3.69 1.26
H: -2.96 -2.73 0.46
H: -3.62 1.25 -2.05
H: -3.83 3.60 -2.73
H: -2.66 5.37 -1.47
H: -1.26 4.79 0.48
H: -1.02 2.41 1.15
H: -1.20 -2.88 -3.18
H: -0.27 -4.55 -4.72
H: 2.08 -4.39 -5.46
H: 3.51 -2.54 -4.67
H: 2.59 -0.85 -3.13
H: -1.27 0.11 -4.45
H: -1.44 2.17 -5.78
H: -0.31 4.23 -5.02
H: 0.99 4.23 -2.92
H: 1.14 2.17 -1.56
F: -0.10 -3.58 -0.41
C: 1.12 -3.95 0.01
F: 1.32 -5.21 -0.34
F: 2.00 -3.18 -0.64
C: 1.25 -3.74 1.55
O: 1.39 -2.41 1.87
C: 2.52 -4.48 2.08
F: 2.32 -5.78 2.19
F: 3.55 -4.28 1.25
F: 2.87 -4.00 3.26
C: -0.02 -4.30 2.26
F: 0.20 -4.38 3.57
F: -0.37 -5.49 1.80
F: -1.05 -3.47 2.08

2S+1 ... 5
Lowest unoccupied orbital energy (spin up / spin down) ... -5.627 / -7.179 eV
Frontier orbital gap (spin up / spin down) ... 7.3779 / 6.4221 eV
Charge ... +2

=====

No. 3
Entry from the Open Molecules 2025 dataset: C24H39N3O4S in the gas phase (the ωB97M-V functional and the def2-TZVPD basis).

Positions of all 71 atoms, in Å:
C: -9.55 -1.32 -0.50
C: -8.07 -1.08 -0.43
C: -7.36 -0.69 -1.56
C: -5.99 -0.47 -1.52
C: -5.30 -0.08 -2.79
C: -5.32 -0.64 -0.31
S: -3.56 -0.37 -0.14
O: -2.99 0.19 -1.35
O: -2.92 -1.54 0.38
N: -3.54 0.83 1.05
C: -2.36 0.83 1.90
C: -1.04 1.03 1.14
C: 0.14 0.93 2.11
C: 1.47 1.09 1.37
C: 1.50 2.44 0.65
C: 2.84 2.67 -0.05
O: 3.59 3.58 0.25
N: 3.12 1.79 -1.04
C: 4.38 1.81 -1.74
C: 5.44 0.92 -1.08
C: 5.03 -0.56 -1.09
N: 5.99 -1.50 -0.55
C: 6.26 -1.33 0.87
C: 7.05 -2.56 1.35
O: 8.25 -2.71 0.63
C: 7.99 -2.83 -0.75
C: 7.24 -1.61 -1.28
C: 0.33 2.55 -0.33
C: -1.00 2.38 0.41
C: -6.01 -1.05 0.83
C: -5.31 -1.26 2.14
C: -7.38 -1.26 0.76
H: -10.03 -1.03 0.43
H: -10.00 -0.78 -1.32
H: -9.74 -2.39 -0.65
H: -7.89 -0.55 -2.49
H: -4.84 0.90 -2.69
H: -4.50 -0.77 -3.02
H: -6.00 -0.06 -3.61
H: -3.67 1.72 0.60
H: -2.49 1.61 2.66
H: -2.34 -0.14 2.39
H: -0.97 0.23 0.40
H: 0.12 -0.04 2.61
H: 0.06 1.71 2.87
H: 1.57 0.27 0.65
H: 2.30 1.03 2.07
H: 1.41 3.24 1.39
H: 2.50 1.02 -1.21
H: 4.21 1.50 -2.78
H: 4.73 2.85 -1.74
H: 5.57 1.26 -0.05
H: 6.38 1.05 -1.62
H: 4.84 -0.87 -2.13
H: 4.11 -0.69 -0.52
H: 5.32 -1.26 1.41
H: 6.86 -0.43 1.08
H: 7.33 -2.45 2.40
H: 6.42 -3.45 1.22
H: 8.97 -2.92 -1.23
H: 7.40 -3.73 -0.94
H: 7.02 -1.74 -2.34
H: 7.87 -0.71 -1.15
H: 0.40 1.78 -1.09
H: 0.35 3.52 -0.82
H: -1.81 2.42 -0.31
H: -1.13 3.19 1.13
H: -5.05 -0.31 2.58
H: -5.95 -1.81 2.83
H: -4.39 -1.82 1.98
H: -7.91 -1.57 1.64

Lowest unoccupied orbital energy ... 0.646 eV
Frontier orbital gap ... 9.1094 eV
SMILES ... Cc1cc(C)c(S(=O)(=O)NC[C@H]2CC[C@H](C(=O)NCCCN3CCOCC3)CC2)c(C)c1
Relative energy (zero: lowest compared OMol25 entry of this formula, charge and spin) ... 0.229 eV

=====

No. 4
Entry from the Open Molecules 2025 dataset: 2 unconnected molecules or ions with the total composition C2H8NO2P (the ωB97M-V functional and the def2-TZVPD basis).

Positions of all 14 atoms, in Å:
C: -1.56 0.87 0.65
C: -0.08 -0.58 -2.69
N: 2.08 -0.41 1.18
O: -0.29 -1.36 1.85
O: 1.02 0.56 0.91
P: -0.34 -0.46 0.72
H: -2.49 0.51 0.19
H: -1.87 1.27 1.69
H: -1.12 1.67 0.16
H: 0.44 -1.39 -3.23
H: -1.15 -0.32 -2.64
H: 0.42 0.20 -2.09
H: 1.87 -0.53 2.20
H: 3.07 -0.03 1.08

Lowest unoccupied orbital energy (spin up / spin down) ... -1.188 / 0.028 eV
Frontier orbital gap (spin up / spin down) ... 7.8327 / 8.6674 eV
Relative energy (zero: lowest compared OMol25 entry of this formula, charge and spin) ... 6.140 eV

=====

No. 5
Entry from the Open Molecules 2025 dataset: C3H6N4S in the gas phase (the ωB97M-V functional and the def2-TZVPD basis).

Positions of all 14 atoms, in Å:
H: -1.14 -2.20 -0.92
N: -0.08 -2.04 -1.23
C: 0.34 -0.99 -0.54
C: 1.52 -0.14 -0.82
C: 1.21 0.99 -0.16
N: 1.98 2.01 -0.05
N: 0.08 0.98 0.55
N: -0.43 -0.23 0.44
S: -2.02 -0.35 0.75
H: 2.09 -0.14 -1.78
H: 2.30 2.03 -1.06
H: 1.27 2.81 0.00
H: 0.39 0.84 1.50
H: -1.86 -1.83 1.38

Lowest unoccupied orbital energy ... 0.290 eV
Frontier orbital gap ... 8.4165 eV
SMILES ... [H]/N=c1/cc(N)[nH]n1S
Relative energy (zero: lowest compared OMol25 entry of this formula, charge and spin) ... 4.912 eV

=====

No. 6
Entry from the Open Molecules 2025 dataset: C5H9N3 in the gas phase (the ωB97M-V functional and the def2-TZVPD basis).

Positions of all 17 atoms, in Å:
N: -0.30 1.13 0.93
C: -0.25 0.55 -0.15
C: 1.18 0.91 -0.67
N: 1.88 -0.01 -0.21
N: 1.27 -1.09 0.33
C: -0.05 -0.88 0.02
C: -1.58 -1.00 0.25
C: -1.74 0.35 -0.66
H: -0.89 2.09 1.03
H: 0.41 1.10 1.89
H: 1.36 2.03 -0.80
H: 1.74 -2.01 -0.04
H: -0.06 -1.19 -1.09
H: -1.47 -0.97 1.42
H: -2.12 -1.77 -0.10
H: -1.65 -0.18 -1.69
H: -2.64 1.08 -0.74

Lowest unoccupied orbital energy ... 0.949 eV
Frontier orbital gap ... 8.4893 eV
SMILES ... N[C@@]12C=NN[C@H]1CC2
Relative energy (zero: lowest compared OMol25 entry of this formula, charge and spin) ... 8.353 eV

=====

No. 7
Entry from the Open Molecules 2025 dataset: 2 unconnected molecules or ions with the total composition C5H6BrClS (the ωB97M-V functional and the def2-TZVPD basis).

Positions of all 14 atoms, in Å:
C: 1.45 0.61 -0.45
C: 1.51 1.00 0.79
C: 0.64 -0.63 -0.76
C: -0.23 -0.92 0.44
C: -1.99 0.21 -0.02
S: 0.53 -0.13 1.89
Cl: -0.79 -2.51 0.59
Br: -2.09 1.47 1.28
H: 1.66 1.12 -1.37
H: 1.97 1.91 1.08
H: 0.37 -0.45 -1.81
H: 1.29 -1.59 -0.81
H: -2.61 -0.68 0.07
H: -1.70 0.57 -0.93

Lowest unoccupied orbital energy ... 0.744 eV
Frontier orbital gap ... 8.9308 eV
Relative energy (zero: lowest compared OMol25 entry of this formula, charge and spin) ... 1.667 eV

=====

No. 8
Entry from the Open Molecules 2025 dataset: 2 unconnected molecules or ions with the total composition C6H15NO (the ωB97M-V functional and the def2-TZVPD basis).

Positions of all 23 atoms, in Å:
C: -0.03 -1.34 2.04
C: -0.65 -0.99 0.66
C: 0.32 -0.52 -0.33
C: 0.44 0.87 -0.60
C: 1.36 -1.43 -0.83
C: 2.58 -1.24 0.11
N: 0.50 -0.07 2.58
H: 0.84 -1.95 1.87
H: -0.84 -1.76 2.62
H: -1.12 -1.89 0.29
H: -1.44 -0.26 0.77
H: -0.25 1.52 -0.07
H: 0.96 1.31 -1.44
H: 1.64 -1.15 -1.84
H: 0.94 -2.43 -0.85
H: 3.52 -1.19 -0.42
H: 2.52 -0.35 0.74
H: 2.65 -2.08 0.79
H: 0.79 -0.18 3.55
H: -0.25 0.61 2.67
H: -3.26 3.25 -2.84
H: -4.14 4.43 -2.69
O: -3.84 3.80 -3.37

2S+1 ... 2
Lowest unoccupied orbital energy (spin up / spin down) ... -4.742 / -8.060 eV
Frontier orbital gap (spin up / spin down) ... 8.9979 / 5.6797 eV
Charge ... +1
Relative energy (zero: lowest compared OMol25 entry of this formula, charge and spin) ... 2.056 eV

=====

Number 1: maximum force 3.56 eV/Å, calculated total energy -664.8082 Eh. Number 2: maximum force 0.74 eV/Å, calculated total energy -3873.2826 Eh. Number 3: maximum force 0.99 eV/Å, calculated total energy -1801.3430 Eh. Number 4: maximum force 3.47 eV/Å, calculated total energy -627.4304 Eh. Number 5: maximum force 6.84 eV/Å, calculated total energy -734.9653 Eh. Number 6: maximum force 19.93 eV/Å, calculated total energy -359.8903 Eh. Number 7: maximum force 4.97 eV/Å, calculated total energy -3626.3957 Eh. Number 8: maximum force 1.89 eV/Å, calculated total energy -367.2427 Eh.